Model a:
ORCA calculation (ωB97M-V/def2-TZVPD) on 2 unconnected molecules or ions with the total composition C3H12N3O.

XYZ file:
```
19
Properties=species:S:1:pos:R:3:mulliken_charge:R:1
H 3.3352 0.5712 -1.8360 0.26
H -1.8747 1.4602 2.0739 0.49
N -1.5244 -1.1938 1.7665 -0.38
H -1.8061 -0.5853 2.5366 0.18
H 2.5774 -0.6412 -1.1202 0.29
C 2.4918 -0.0508 -2.0393 -0.60
C -0.9401 1.7346 1.6775 -1.05
H 0.0413 1.7571 2.2144 0.33
H -1.6336 -2.1911 2.1187 0.28
H -0.3012 -2.4255 -0.1129 0.16
N -0.3164 -1.4642 -0.1980 -0.32
N -0.6787 0.7547 0.4860 -0.24
H 1.2906 1.0337 -2.9374 0.30
H 0.0586 -0.8476 -0.9145 0.17
H 0.1747 1.0916 -0.1656 0.31
C -0.9057 -0.5987 0.7419 0.75
O 1.3053 0.6806 -2.0660 -0.56
H 2.5183 -0.4933 -3.0703 0.29
H -1.0624 2.6383 1.0793 0.32
```

* orbital gap: 11.178 eV
* highest occupied orbital energy: -14.112 eV
* total charge: +1
* LUMO level: -2.9342 eV

Model b:
ORCA calculation (ωB97M-V/def2-TZVPD) on 2 unconnected molecules or ions with the total composition C3H12N3O.

XYZ file:
```
19
Properties=species:S:1:pos:R:3:mulliken_charge:R:1
N -0.0657 1.8222 -2.1693 -0.61
H 0.7390 2.0441 -2.7694 0.26
H 1.1482 -1.8926 -1.2085 0.30
C -0.7815 -0.6795 1.8705 0.27
O 1.1373 -1.2507 -0.5270 -0.49
H -0.6541 -1.6514 1.3553 0.31
H -0.1284 -0.3310 -2.7870 0.33
H -2.3910 -0.1605 0.6941 0.31
C -0.0102 0.3583 -1.9267 -0.28
H 1.3870 0.7007 -0.3485 0.30
H -0.8306 0.1111 -1.2863 0.12
H -0.9084 1.9885 -2.7620 0.26
C 1.2547 0.0039 -1.1626 -0.54
H 0.1717 0.4971 3.1237 0.23
H -1.5834 1.1090 1.5128 0.26
H 2.1076 0.0692 -1.8509 0.39
H 0.8961 -1.0711 3.1242 0.28
N -1.7512 0.1239 1.4602 -0.39
N 0.1269 -0.4468 2.8135 -0.30
```

* orbital gap: 9.141 eV
* highest occupied orbital energy: -12.917 eV
* total charge: +1
* LUMO level: -3.7754 eV

Quick ranking, most stable first: model b, model a.